Molecular formula: C21H25N3O3S
Method: DFT, the ωB97M-V functional and the def2-TZVPD basis

```
53
C21H25N3O3S (the ωB97M-V functional and the def2-TZVPD basis)
C 1.426 3.959 4.371
C 1.071 2.601 3.842
C 2.012 1.830 3.171
C 1.690 0.574 2.693
C 0.415 0.052 2.881
C -0.526 0.821 3.550
C -0.201 2.078 4.026
H -0.948 2.662 4.545
H -1.525 0.434 3.697
C 0.051 -1.274 2.274
H -0.861 -1.671 2.722
H 0.859 -1.993 2.417
C -0.157 -1.032 0.777
N -0.487 -2.220 0.022
C -1.515 -2.252 -0.846
O -2.369 -1.384 -0.903
C -1.514 -3.441 -1.788
C -0.568 -3.181 -2.975
C -0.737 -4.281 -4.019
H -0.020 -4.153 -4.826
H -0.574 -5.258 -3.569
H -1.740 -4.261 -4.439
H 0.468 -3.176 -2.622
C -0.837 -1.798 -3.595
C -0.159 -0.699 -2.817
N 1.080 -0.826 -2.552
S 1.979 0.337 -1.814
O 2.775 0.987 -2.812
O 2.668 -0.276 -0.712
C 0.774 1.480 -1.163
C 1.144 2.422 -0.224
C 0.191 3.267 0.315
C -1.131 3.154 -0.093
C -1.505 2.207 -1.026
C -0.547 1.349 -1.571
N -0.931 0.365 -2.472
H -1.932 0.262 -2.588
H -2.537 2.105 -1.324
H -1.881 3.805 0.330
H 0.471 4.001 1.053
H 2.179 2.468 0.074
H -0.419 -1.782 -4.603
H -1.911 -1.616 -3.656
H -2.531 -3.577 -2.161
H -1.208 -4.347 -1.263
H 0.239 -2.916 -0.052
H -0.980 -0.327 0.635
H 0.764 -0.601 0.370
H 2.429 -0.001 2.154
H 3.008 2.219 3.018
H 2.222 4.409 3.782
H 0.561 4.618 4.363
H 1.775 3.878 5.401
```

The SMILES is Cc1ccc(CCNC(=O)C[C@@H](C)CC2=NS(=O)(=O)c3ccccc3N2)cc1. As for the frontier orbital gap: 9.45 eV. Its spin multiplicity is 1. For the energy relative to the best compared isomer or geometry (same formula, charge and spin), the calculation gives 98.9 kJ/mol.

=====

Molecular formula: C21H25N3O6S
Method: DFT, the ωB97M-V functional and the def2-TZVPD basis

```
56
C21H25N3O6S (the ωB97M-V functional and the def2-TZVPD basis)
C 2.158 -6.577 0.240
H 2.717 -7.086 1.029
O 2.669 -5.286 -0.013
C 2.506 -4.270 0.868
C 2.976 -3.039 0.401
C 2.909 -1.895 1.171
C 2.302 -1.961 2.416
C 1.808 -3.164 2.899
C 1.943 -4.344 2.150
O 1.524 -5.557 2.682
C 2.303 -6.005 3.778
H 1.843 -6.933 4.111
H 3.336 -6.197 3.468
H 2.308 -5.282 4.597
O 1.246 -3.148 4.155
C -0.083 -3.630 4.258
H -0.326 -3.600 5.318
H -0.771 -2.977 3.709
H -0.187 -4.650 3.884
H 2.214 -1.088 3.047
C 3.409 -0.582 0.629
C 2.348 0.085 -0.176
N 2.538 0.726 -1.291
C 1.306 1.182 -1.681
C 0.931 1.916 -2.801
C -0.405 2.236 -2.939
C -1.338 1.831 -1.989
C -1.003 1.102 -0.867
C 0.334 0.776 -0.728
N 1.037 0.083 0.221
H 0.669 -0.389 1.030
H -1.768 0.798 -0.171
S -3.035 2.366 -2.163
O -3.333 2.596 -3.544
O -3.881 1.496 -1.400
N -3.081 3.858 -1.406
C -2.879 3.844 0.023
H -3.496 3.044 0.432
C -3.303 5.207 0.577
H -3.085 5.278 1.644
O -2.585 6.248 -0.042
C -2.791 6.249 -1.437
H -2.200 7.076 -1.832
C -2.351 4.921 -2.057
H -2.594 4.882 -3.118
H -1.265 4.796 -1.919
H -3.855 6.414 -1.658
H -4.381 5.342 0.409
H -1.821 3.663 0.271
H -0.765 2.785 -3.794
H 1.666 2.217 -3.530
H 4.276 -0.725 -0.016
H 3.696 0.077 1.453
H 3.415 -3.018 -0.584
H 1.100 -6.548 0.507
H 2.286 -7.120 -0.696
```

The SMILES is COc1cc(Cc2nc3ccc(S(=O)(=O)N4CCOCC4)cc3[nH]2)cc(OC)c1OC. As for the frontier orbital gap: 9.21 eV. Its spin multiplicity is 1. For the energy relative to the best compared isomer or geometry (same formula, charge and spin), the calculation gives 238.0 kJ/mol.

=====

Molecular formula: C21H25N4O4S
Method: DFT, the ωB97M-V functional and the def2-TZVPD basis

```
55
C21H25N4O4S (the ωB97M-V functional and the def2-TZVPD basis)
C -5.552 -1.929 -1.020
C -4.704 -0.667 -1.038
N -3.549 -0.688 -0.102
C -2.432 -1.526 -0.606
H -1.873 -1.934 0.239
H -2.829 -2.362 -1.183
C -1.485 -0.703 -1.481
N -0.580 0.150 -0.710
C -1.024 1.351 -0.248
O -2.237 1.559 -0.128
C -0.041 2.405 0.062
C 1.106 2.568 -0.709
C 1.975 3.602 -0.407
C 1.719 4.491 0.630
C 0.561 4.341 1.372
C -0.316 3.309 1.090
H -1.221 3.186 1.665
H 0.342 5.029 2.173
H 2.426 5.282 0.832
N 3.194 3.735 -1.188
O 3.888 4.698 -0.971
O 3.429 2.858 -1.987
H 1.334 1.922 -1.545
C 0.712 -0.334 -0.533
N 1.267 -1.128 -1.367
C 2.502 -1.524 -0.953
C 3.379 -2.357 -1.649
C 4.598 -2.647 -1.095
C 4.988 -2.126 0.156
C 4.124 -1.296 0.866
C 2.896 -1.010 0.301
S 1.627 -0.008 0.952
H 4.387 -0.880 1.824
O 6.209 -2.493 0.574
C 6.701 -2.004 1.803
H 7.698 -2.428 1.908
H 6.079 -2.331 2.641
H 6.771 -0.913 1.799
H 5.302 -3.282 -1.607
H 3.088 -2.749 -2.609
H -0.844 -1.367 -2.064
H -2.052 -0.067 -2.166
C -3.915 -0.990 1.303
C -4.875 0.043 1.870
H -4.972 -0.113 2.941
H -5.867 -0.035 1.435
H -4.494 1.048 1.708
H -4.338 -1.994 1.360
H -2.993 -0.971 1.888
H -3.140 0.318 -0.101
H -5.322 0.195 -0.787
H -4.305 -0.508 -2.041
H -4.959 -2.826 -1.183
H -6.101 -2.037 -0.090
H -6.279 -1.866 -1.825
```

As for the frontier orbital gap: 7.32 eV. Its spin multiplicity is 1. The total charge is +1.

=====

Molecular formula: C21H25N7O3
Method: DFT, the ωB97M-V functional and the def2-TZVPD basis

```
56
C21H25N7O3 (the ωB97M-V functional and the def2-TZVPD basis)
O 1.321 2.189 -2.411
O -2.706 -4.648 -3.418
O -4.394 -3.026 -0.318
N -0.734 2.203 6.225
N -1.131 1.980 4.933
N 3.867 1.530 -3.460
C 2.216 1.878 -1.631
C -3.093 -3.498 -3.588
C -3.237 -3.429 -0.422
C 0.468 2.711 6.187
C -0.171 2.343 4.116
C 5.113 1.337 -3.912
C 3.618 1.661 -2.133
C 6.203 1.256 -3.048
C 4.700 1.589 -1.223
C 6.002 1.383 -1.678
C -1.674 2.190 0.652
C -1.544 2.291 2.038
C -0.541 2.021 -0.146
C 0.845 2.037 1.824
C -0.280 2.229 2.647
C 0.737 1.942 0.431
N 1.937 1.746 -0.269
N -2.756 -4.428 0.329
N 0.881 2.833 4.878
N -2.877 -2.524 -2.707
C -3.836 -3.121 -4.848
C -3.546 -5.163 1.315
C 2.128 3.477 4.439
C -1.731 -1.418 -0.861
C -2.257 -2.753 -1.403
H 1.046 3.003 7.059
H 5.277 1.244 -4.981
H 7.196 1.100 -3.457
H 4.547 1.707 -0.158
H 6.839 1.328 -0.986
H -2.658 2.240 0.192
H -2.435 2.421 2.647
H -0.686 1.939 -1.218
H 1.824 1.945 2.279
H 2.730 1.501 0.307
H -1.807 -4.722 0.166
H -3.256 -1.611 -2.894
H -3.286 -2.340 -5.370
H -3.917 -4.000 -5.485
H -4.831 -2.766 -4.586
H -2.912 -5.868 1.855
H -3.995 -4.463 2.024
H -4.346 -5.709 0.810
H 2.491 4.170 5.204
H 2.901 2.724 4.257
H 1.960 4.050 3.522
H -1.231 -1.580 0.095
H -1.015 -0.988 -1.564
H -2.559 -0.722 -0.714
H -1.404 -3.420 -1.540
```

The SMILES is Cn1cnnc1-c1cccc(NC(=O)c2ccccn2)c1.CNC(=O)[C@H](C)NC(C)=O. As for the frontier orbital gap: 8.49 eV. Its spin multiplicity is 1. For the energy relative to the best compared isomer or geometry (same formula, charge and spin), the calculation gives 0.0 kJ/mol.

=====

Molecular formula: C21H25OPb
Method: DFT, the ωB97M-V functional and the def2-TZVPD basis

```
48
C21H25OPb (the ωB97M-V functional and the def2-TZVPD basis)
Pb 0.025 -0.184 0.172
C 2.518 1.136 2.068
C 3.011 0.274 1.037
C 2.970 1.003 -0.196
H 3.435 -0.715 1.184
C 2.424 2.291 0.073
C 2.149 2.374 1.473
H 1.821 3.260 2.004
H 2.537 0.919 3.133
H 3.374 0.662 -1.149
H 2.311 3.103 -0.645
C -2.823 1.180 1.580
C -2.018 2.285 1.964
C -1.696 3.025 0.795
H -1.764 2.568 2.984
C -2.312 2.378 -0.321
C -3.004 1.234 0.165
H -3.647 0.580 -0.425
H -3.306 0.476 2.263
H -1.156 3.976 0.764
H -2.322 2.756 -1.347
O 0.666 -2.231 -0.677
C -0.318 0.337 -3.953
C 0.265 -0.885 -3.644
C 0.490 1.529 -3.724
C -1.777 0.361 -3.996
C 0.715 -2.248 -1.991
H 1.371 -0.879 -3.715
H -0.333 -1.740 -3.994
H 0.217 -3.092 -2.495
H 1.779 -2.298 -2.277
H 0.644 2.026 -4.707
H 1.478 1.295 -3.290
H 0.019 2.232 -3.029
H -2.088 0.363 -5.063
H -2.124 1.297 -3.566
H -2.267 -0.488 -3.456
C -0.138 -3.612 4.079
C 0.124 -3.902 2.738
C 0.152 -2.851 1.831
C -0.062 -1.536 2.167
C -0.341 -1.219 3.486
C -0.373 -2.273 4.449
H -0.159 -4.434 4.805
H 0.304 -4.896 2.325
H 0.360 -3.202 0.822
H -0.546 -0.189 3.801
H -0.585 -2.046 5.497
```

As for the frontier orbital gap: 3.99 eV. Its spin multiplicity is 1. The total charge is -1.

=====

Molecular formula: C21H26AuN7P
Method: DFT, the ωB97M-V functional and the def2-TZVPD basis

```
56
C21H26AuN7P (the ωB97M-V functional and the def2-TZVPD basis)
Au -0.588 0.261 0.199
N 0.168 -2.504 -0.242
P 0.807 -1.142 -0.999
C 0.557 -1.091 -2.746
C -0.125 -0.036 -3.352
C -0.253 -0.017 -4.731
C 0.290 -1.046 -5.491
C 0.969 -2.099 -4.884
C 1.115 -2.123 -3.509
C 2.495 -1.008 -0.523
C 2.982 -1.657 0.619
C 4.333 -1.583 0.907
C 5.181 -0.847 0.086
C 4.690 -0.180 -1.033
C 3.346 -0.261 -1.349
C -1.218 -2.568 -0.151
C -1.957 -3.737 -0.173
C -3.338 -3.639 -0.197
C -3.951 -2.388 -0.232
C -3.163 -1.265 -0.183
N -1.820 -1.363 -0.099
H 0.709 -3.355 -0.158
H -0.564 0.759 -2.758
H -0.779 0.795 -5.214
H 0.182 -1.029 -6.568
H 1.389 -2.895 -5.483
H 1.661 -2.935 -3.040
H 2.318 -2.203 1.278
H 4.727 -2.100 1.772
H 6.237 -0.797 0.318
H 5.361 0.382 -1.668
H 2.967 0.215 -2.247
H -1.459 -4.696 -0.210
H -3.938 -4.539 -0.218
H -5.025 -2.288 -0.286
H -3.579 -0.267 -0.183
C -1.779 3.846 4.245
N -2.087 2.603 3.518
C -3.139 1.744 4.074
C -1.321 2.157 2.530
N -1.375 0.939 2.034
N -0.378 3.055 2.047
C 0.550 2.918 1.046
N 1.336 3.977 0.856
N 0.666 1.844 0.295
H -2.489 3.952 5.058
H -1.901 4.724 3.607
H -0.780 3.815 4.682
H -3.879 2.374 4.558
H -2.735 1.046 4.809
H -3.651 1.202 3.281
H -2.026 0.340 2.519
H -0.412 3.972 2.466
H 1.313 4.786 1.456
H 2.013 3.997 0.111
H 1.348 1.957 -0.443
```

As for the frontier orbital gap: 7.41 eV. Its spin multiplicity is 1. The total charge is +3. For the energy relative to the best compared isomer or geometry (same formula, charge and spin), the calculation gives 24.3 kJ/mol.

=====

Molecular formula: C21H26BrN3O4Te4Ti
Method: DFT, the ωB97M-V functional and the def2-TZVPD basis

```
60
C21H26BrN3O4Te4Ti (the ωB97M-V functional and the def2-TZVPD basis)
Ti -0.233 -0.057 0.387
C 0.970 -3.542 2.515
C 0.473 -2.769 1.313
O 0.722 -1.485 1.339
C -0.170 -3.415 0.285
C -0.920 -2.806 -0.774
C -1.673 -3.674 -1.746
N -1.027 -1.503 -0.823
N -2.041 -0.964 -1.630
C -2.457 0.178 -1.169
O -2.098 0.742 -0.050
C -3.516 0.888 -1.945
C -3.885 0.462 -3.220
C -4.862 1.141 -3.930
C -5.480 2.257 -3.378
C -5.111 2.688 -2.112
C -4.131 2.010 -1.400
H 1.697 -2.937 3.058
H 1.438 -4.484 2.224
H 0.146 -3.779 3.194
H -0.225 -4.497 0.345
H -1.495 -4.728 -1.534
H -1.366 -3.460 -2.772
H -2.745 -3.473 -1.695
H -3.383 -0.400 -3.637
H -5.138 0.804 -4.922
H -6.229 2.800 -3.942
H -5.585 3.560 -1.676
H -3.825 2.336 -0.416
C 3.275 1.569 2.098
O 2.969 0.351 1.473
C 4.087 -0.493 1.370
C 3.740 -1.748 0.577
O 2.904 -1.420 -0.491
C 3.071 -2.204 -1.642
H 3.215 1.459 3.194
H 2.562 2.323 1.777
H 4.284 1.913 1.848
H 4.438 -0.793 2.372
H 4.908 0.042 0.876
H 3.257 -2.495 1.221
H 4.689 -2.172 0.215
H 3.044 -3.278 -1.407
H 4.014 -1.964 -2.150
H 2.243 -1.961 -2.306
Te 3.381 1.869 -1.143
Te 5.010 3.880 -5.025
Te 2.861 2.671 -3.840
Te 0.732 1.165 -1.778
Br -1.644 4.559 4.901
C -0.999 3.370 3.574
C -0.622 2.070 3.918
C -0.120 1.263 2.929
N 0.081 1.641 1.644
C -0.361 2.880 1.332
C -0.877 3.770 2.261
H -0.741 1.688 4.922
H 0.181 0.247 3.166
H -0.260 3.149 0.287
H -1.180 4.756 1.937
```

As for the frontier orbital gap (spin up / spin down): 3.50 / 3.65 eV. Its spin multiplicity is 1. The total charge is -2. For the energy relative to the best compared isomer or geometry (same formula, charge and spin), the calculation gives 210.5 kJ/mol.

=====

Molecular formula: C21H26BrN5O5S2Ti
Method: DFT, the ωB97M-V functional and the def2-TZVPD basis

```
61
C21H26BrN5O5S2Ti (the ωB97M-V functional and the def2-TZVPD basis)
Ti -0.023 1.197 -0.720
O -3.299 3.534 -0.646
C -2.221 2.836 -1.073
O -1.890 1.720 -0.581
C -1.381 3.431 -2.166
O -0.025 3.136 -1.858
C 0.554 4.062 -0.935
C 0.172 3.684 0.528
O -0.012 4.558 1.356
O 0.128 2.426 0.729
H -3.659 3.149 0.168
H -1.569 2.937 -3.134
H -1.560 4.509 -2.269
H 1.641 3.965 -1.047
H 0.259 5.091 -1.169
Br 4.844 -2.386 3.004
C 3.982 -0.724 2.683
C 4.622 0.477 2.948
C 3.919 1.644 2.701
C 2.618 1.557 2.226
N 2.016 0.401 1.967
C 2.690 -0.716 2.185
H 5.627 0.491 3.343
H 4.372 2.608 2.877
H 2.022 2.444 2.060
H 2.182 -1.652 1.976
S -1.672 -1.613 -3.831
C -1.423 -0.215 -2.840
N -0.387 -0.252 -2.023
C 0.289 -1.443 -2.152
C 1.433 -1.845 -1.455
C 2.026 -3.051 -1.771
C 1.494 -3.888 -2.746
C 0.333 -3.539 -3.411
C -0.254 -2.322 -3.112
H -2.082 0.628 -2.939
H 1.878 -1.186 -0.716
H 2.931 -3.350 -1.262
H 1.989 -4.814 -2.992
H -0.106 -4.181 -4.159
C -3.680 -2.069 0.925
C -2.316 -1.648 1.477
C -2.504 -0.765 2.717
C -1.486 -2.885 1.817
N -1.648 -0.933 0.383
N -0.449 -0.248 0.727
H -4.196 -2.706 1.638
H -3.552 -2.617 -0.004
H -4.303 -1.198 0.732
H -3.170 -1.255 3.422
H -2.945 0.191 2.439
H -1.559 -0.582 3.225
H -2.000 -3.484 2.563
H -0.512 -2.610 2.215
H -1.337 -3.489 0.925
H -2.299 -0.246 0.001
H 0.288 -0.940 0.876
H -0.521 0.326 1.580
S 2.425 1.298 -1.075
C 1.843 1.279 -2.619
N 1.461 1.279 -3.712
```

As for the frontier orbital gap (spin up / spin down): 5.14 / 8.32 eV. Its spin multiplicity is 3. Its expectation value of S² is 2.013. For the energy relative to the best compared isomer or geometry (same formula, charge and spin), the calculation gives 197.1 kJ/mol.

=====

Molecular formula: C21H26ClOP2Sm
Method: DFT, the ωB97M-V functional and the def2-TZVPD basis

```
52
C21H26ClOP2Sm (the ωB97M-V functional and the def2-TZVPD basis)
Sm 0.686 -0.249 1.431
Cl -0.446 1.590 2.674
P 0.042 0.905 -1.159
C -1.422 0.015 -1.799
C -1.285 -0.952 -2.818
C -2.414 -1.604 -3.323
C -3.671 -1.413 -2.722
C -3.782 -0.564 -1.602
C -2.678 0.171 -1.158
C -0.116 2.688 -1.143
C 0.715 3.465 -0.305
C 0.487 4.834 -0.151
C -0.537 5.469 -0.874
C -1.371 4.706 -1.709
C -1.162 3.325 -1.849
C 1.658 0.395 -1.822
C 2.573 -0.330 -1.008
C 3.923 -0.367 -1.378
C 4.346 0.086 -2.636
C 3.388 0.622 -3.525
C 2.068 0.800 -3.105
H 1.514 2.999 0.279
H 1.084 5.403 0.560
H -0.722 6.537 -0.755
H -2.219 5.169 -2.217
H -1.833 2.727 -2.474
H -0.290 -1.202 -3.199
H -2.316 -2.289 -4.166
H -4.545 -1.949 -3.100
H -4.727 -0.499 -1.059
H -2.781 0.833 -0.287
H 2.256 -0.995 -0.157
H 4.654 -0.776 -0.669
H 5.389 -0.004 -2.959
H 3.675 0.900 -4.544
H 1.325 1.257 -3.767
H -0.256 -1.639 0.064
H 0.483 -1.873 -0.105
C 0.330 -1.864 5.588
P 0.187 -2.497 3.950
C 0.658 -4.161 3.593
C -1.562 -2.368 3.586
O 1.093 -1.623 3.047
H -0.021 -0.824 5.578
H 1.388 -1.862 5.868
H -0.285 -2.455 6.280
H 0.205 -4.879 4.291
H 0.314 -4.388 2.578
H 1.755 -4.220 3.598
H -1.902 -1.341 3.778
H -1.759 -2.645 2.542
H -2.093 -3.060 4.261
```

As for the frontier orbital gap (spin up / spin down): 6.22 / 6.79 eV. Its spin multiplicity is 6. The total charge is +2. Its expectation value of S² is 8.789. For the energy relative to the best compared isomer or geometry (same formula, charge and spin), the calculation gives 23.8 kJ/mol.